Record 1
{"formula": "C5H6OS", "method": "ωB97M-V/def2-TZVPD", "charge": 0, "elements": ["S", "C", "C", "C", "C", "O", "C", "H", "H", "H", "H", "H", "H"], "coordinates": [[-3.34237, -0.32253, -0.12376], [-2.00287, 0.57497, -0.02430], [-0.56377, 0.26281, -0.10952], [-0.14322, -0.98341, -0.25536], [1.40713, -1.11124, 0.06547], [1.79923, 0.19345, -0.31486], [0.64372, 1.21741, -0.09318], [-1.97419, 1.74109, 0.15242], [-0.75242, -1.74597, -0.28852], [2.05879, -2.02026, -0.47723], [1.44961, -1.50179, 1.16299], [0.81850, 1.57770, 1.00341], [0.60186, 2.11777, -0.69755]], "forces_ev_per_angstrom": [[0.591, 0.255, 0.042], [1.391, 3.233, 0.232], [-0.016, -0.375, -1.103], [4.870, 2.062, 1.488], [-1.635, -2.020, -1.181], [-0.321, 1.939, 0.424], [0.756, -2.497, 3.551], [-1.160, -1.940, -0.223], [-3.142, -4.035, -0.245], [-1.766, 2.822, 0.751], [0.221, 1.499, -1.229], [-0.332, -0.424, -1.762], [0.543, -0.518, -0.744]]}

***

Record 2
{"formula": "C5H6OS", "method": "ωB97M-V/def2-TZVPD", "charge": 0, "elements": ["C", "C", "C", "C", "S", "C", "O", "H", "H", "H", "H", "H", "H"], "coordinates": [[-2.45549, 0.44343, -0.57241], [-1.85950, -0.30277, 0.40051], [-0.54866, -0.93996, 0.24315], [0.48775, -0.38836, -0.34538], [2.17383, -1.00506, -0.44656], [3.13372, 0.29822, 0.18984], [4.32256, 0.45331, 0.04886], [-2.00689, 0.55127, -1.50360], [-3.36745, 1.06275, -0.40781], [-2.27912, -0.09139, 1.53697], [-0.40681, -1.83153, 1.03260], [0.26981, 0.56196, -0.74935], [2.53625, 1.18813, 0.57319]], "forces_ev_per_angstrom": [[-0.558, -0.387, 2.794], [-1.835, 2.923, 1.151], [-0.166, -2.827, 3.894], [1.050, 0.103, 0.216], [-0.831, -1.003, -0.186], [0.085, 2.878, -0.335], [-0.573, -1.057, 0.286], [0.567, -0.227, -1.768], [0.862, -0.718, 0.088], [1.061, -1.309, -3.005], [-0.100, 1.610, -2.303], [0.316, 1.029, -0.892], [0.121, -1.014, 0.060]]}

***

Record 3
{"formula": "C5H6OS", "method": "ωB97M-V/def2-TZVPD", "charge": 0, "elements": ["C", "C", "C", "O", "C", "C", "S", "H", "H", "H", "H", "H", "H"], "coordinates": [[0.24853, 2.10254, -2.51412], [-0.23602, 1.45709, -1.62350], [-0.75092, 0.73104, -0.47025], [-1.89777, 0.64099, -0.15785], [0.41320, -0.02612, 0.22074], [0.33318, -0.77078, 1.56942], [-0.12027, -2.53555, 1.28253], [0.95748, 2.30581, -3.38360], [0.71632, -0.76388, -0.51773], [1.14421, 0.73192, 0.31796], [-0.59937, -0.35977, 2.23972], [1.28986, -1.02124, 2.20679], [-1.49843, -2.49203, 0.82988]], "forces_ev_per_angstrom": [[1.956, -0.510, -1.920], [-0.373, 0.616, 0.037], [0.946, -1.434, 0.924], [-0.880, 0.295, 0.130], [0.001, -0.146, 0.512], [-2.917, -0.610, 1.703], [-1.903, -0.399, -0.588], [-1.709, 0.136, 1.735], [0.423, 0.134, -0.279], [1.263, 0.725, -0.170], [2.767, -0.651, -1.332], [-1.670, 1.507, -1.448], [2.097, 0.336, 0.696]]}

***

Record 4
{"formula": "C5H6OS", "method": "ωB97M-V/def2-TZVPD", "charge": 0, "elements": ["C", "C", "C", "C", "O", "C", "S", "H", "H", "H", "H", "H", "H"], "coordinates": [[-1.36075, -0.17917, -0.82425], [-0.92887, -0.80596, 0.33928], [-0.22452, -0.13491, 1.43126], [0.72226, 0.78827, 1.30999], [1.38538, 1.07354, 0.11240], [1.12090, 0.24712, -1.16130], [1.86974, 1.14739, -2.39193], [-1.01416, 0.65624, -1.52479], [-1.98496, -1.03156, -1.47247], [-1.23001, -1.93162, 0.57868], [-0.36413, -0.01019, 2.51150], [1.39783, 1.13674, 2.10545], [0.61130, -0.95590, -1.01381]], "forces_ev_per_angstrom": [[-1.490, -4.522, -1.185], [-2.439, -0.154, -0.114], [0.916, 1.847, 1.186], [2.500, -1.042, -2.364], [-1.647, -1.995, -1.743], [3.197, 1.109, 0.839], [-1.995, -2.568, 1.628], [-0.769, -0.753, 2.041], [1.544, 2.564, 1.390], [0.270, 2.702, -0.750], [-1.358, -1.740, -0.160], [-1.048, 0.288, -0.068], [2.319, 4.264, -0.700]]}

***

Energy relative to the best compared isomer or geometry (same formula, charge and spin) across the listed records, respectively: 76.2, 54.1, 73.9, 136.2 kcal/mol.
Highest occupied orbital energy across the listed records, respectively: -0.3268, -0.3437, -0.3351, -0.3240 Eh.